C45H54IrN4O10P2S as an isolated structure at a distorted geometry, computed with ωB97M-V/def2-TZVPD.

```
117
C45H54IrN4O10P2S | the Open Molecules 2025 dataset | ωB97M-V/def2-TZVPD
Ir -0.39 0.35 0.02
C 2.99 0.13 -2.55
O 2.34 0.49 -1.35
C 3.12 0.76 -0.27
C 4.43 1.18 -0.41
C 5.23 1.38 0.70
C 4.72 1.12 1.97
C 3.42 0.70 2.12
C 2.55 0.57 1.01
N 1.21 0.21 1.24
N 0.96 -0.05 2.48
C 0.10 -0.91 2.98
C -0.79 -1.71 2.16
O -0.88 -1.53 0.90
C -1.64 -2.64 2.81
C -1.66 -2.77 4.17
C -0.83 -1.97 5.01
C -0.86 -2.10 6.41
C -0.05 -1.32 7.20
C 0.81 -0.39 6.62
C 0.87 -0.25 5.25
C 0.05 -1.04 4.42
H 2.98 1.16 -4.22
H 2.30 -0.54 -3.06
H 3.91 -0.42 -2.31
H 4.84 1.36 -1.39
H 6.24 1.72 0.58
H 5.35 1.25 2.84
H 3.02 0.47 3.10
H -2.28 -3.25 2.19
H -2.34 -3.47 4.63
H -1.54 -2.82 6.86
H -0.08 -1.43 8.28
H 1.45 0.22 7.24
H 1.52 0.47 4.79
C -4.75 -2.10 -4.15
C -4.14 -0.73 -4.34
C -5.17 0.38 -4.33
O -3.07 -0.45 -3.37
P -3.07 -0.58 -1.82
O -2.14 0.45 -1.27
C -2.59 -2.28 -1.41
P -0.87 -2.48 -1.95
O 0.02 -1.33 -1.65
O -0.31 -3.80 -1.29
C -0.93 -5.10 -1.57
C -1.60 -5.61 -0.31
C 0.14 -6.06 -2.05
O -1.10 -2.78 -3.48
C -0.11 -2.66 -4.55
C 1.31 -2.96 -4.07
C -0.23 -1.28 -5.16
O -4.58 -0.41 -1.38
C -5.07 0.06 -0.09
C -4.45 -0.74 1.05
C -4.84 1.55 0.06
H -5.47 -2.28 -4.94
H -5.28 -2.16 -3.19
H -3.99 -2.88 -4.20
H -3.60 -0.71 -5.29
H -5.78 0.33 -3.43
H -5.82 0.28 -5.20
H -4.68 1.35 -4.36
H -3.24 -2.99 -1.92
H -2.63 -2.43 -0.34
H -1.67 -4.96 -2.36
H -0.87 -5.76 0.48
H -2.08 -6.57 -0.53
H -2.37 -4.92 0.04
H 0.95 -6.11 -1.33
H 0.54 -5.76 -3.02
H -0.30 -7.05 -2.16
H -0.41 -3.42 -5.27
H 1.61 -2.23 -3.32
H 2.00 -2.92 -4.92
H 1.38 -3.94 -3.62
H -0.24 -0.53 -4.37
H -1.17 -1.18 -5.71
H 0.59 -1.09 -5.85
H -6.14 -0.14 -0.14
H -3.36 -0.62 1.04
H -4.70 -1.80 0.96
H -4.83 -0.38 2.00
H -3.77 1.77 0.08
H -5.31 1.91 0.97
H -5.27 2.09 -0.79
O 3.31 1.25 -3.32
S 0.33 2.74 -1.83
O -0.64 3.55 -2.56
N -0.24 2.42 -0.25
C -1.04 3.27 0.40
C -1.17 4.64 0.08
C -1.97 5.47 0.85
C -2.66 4.99 1.94
C -2.55 3.63 2.31
C -3.20 3.08 3.43
C -3.05 1.75 3.71
C -2.24 0.97 2.87
N -1.61 1.46 1.83
C -1.74 2.76 1.53
C 1.64 3.94 -1.35
C 2.20 3.99 -0.08
C 3.21 4.91 0.16
C 3.64 5.76 -0.84
C 3.06 5.70 -2.10
C 2.06 4.78 -2.37
H -0.66 5.03 -0.78
H -2.06 6.51 0.57
H -3.29 5.64 2.53
H -3.82 3.72 4.05
H -3.52 1.29 4.57
H -2.12 -0.09 3.08
H 1.85 3.34 0.71
H 3.66 4.95 1.14
H 4.42 6.48 -0.64
H 3.38 6.37 -2.89
H 1.58 4.73 -3.34
```

## Properties
Relative energy (zero: lowest compared OMol25 entry of this formula, charge and spin): 52.8 kcal/mol
Total charge: +2
Max |F|: 0.0752 Eh/bohr
Spin multiplicity: 2
Kohn-Sham gap (alpha / beta): 5.69 / 3.63 eV

Results of the Mulliken charge analysis, in e, for atoms 1 through 2:
1. Ir 5.2637
2. C 0.1259